Entry 1:
# C30H42As3FN3PdS

C30H42As3FN3PdS as an isolated structure (ωB97M-V with the def2-TZVPD basis set, the Open Molecules 2025 dataset).

XYZ file:
```
81
Properties=species:S:1:pos:R:3:forces:R:3:mulliken_charge:R:1
Pd 0.03668 -0.50149 0.13941 0.6 0.6 0.5 -0.69
C 3.46282 -0.30531 1.13977 0.1 0.0 0.0 -1.40
As 2.36589 -0.39191 -0.44356 -0.3 0.1 0.2 1.07
C 2.88469 -2.05843 -1.26982 -0.1 -0.1 0.1 -1.23
C 3.04531 0.88261 -1.73657 0.0 0.0 -0.1 -1.79
C 2.63637 2.36282 -1.64294 0.2 0.0 0.0 2.46
C 3.05621 2.93837 -0.29088 -0.1 -0.1 -0.1 -1.33
C 1.13220 2.49888 -1.88674 0.0 -0.1 0.0 -0.98
As -0.12123 1.73473 -0.62260 0.0 -0.1 -0.2 1.10
C -0.14229 2.80939 0.97710 -0.1 -0.1 0.1 -1.28
C -1.81598 2.06998 -1.45624 -0.1 -0.1 0.0 -1.23
C 3.36902 3.07042 -2.80676 -0.1 0.0 0.1 -2.05
As 3.44599 5.04408 -3.14943 0.1 0.1 -0.2 0.36
C 4.69315 5.59515 -1.74511 0.0 0.0 0.1 -1.10
C 1.81752 5.80060 -2.34755 0.0 -0.1 0.1 -1.04
H 4.51372 -0.20476 0.87222 0.0 0.0 0.0 0.46
H 3.32664 -1.23685 1.68844 0.1 0.0 0.0 0.44
H 3.16372 0.53396 1.76195 0.0 0.0 0.0 0.40
H 3.93956 -2.00700 -1.53637 0.0 0.0 0.0 0.46
H 2.29027 -2.22776 -2.16553 0.0 0.0 0.0 0.41
H 2.73566 -2.87894 -0.56850 0.0 0.0 0.0 0.41
H 2.75009 0.47386 -2.70705 0.0 0.0 0.0 0.47
H 4.13129 0.78722 -1.65754 0.0 0.0 0.0 0.67
H 2.60475 2.38127 0.53437 0.0 0.0 0.1 -0.24
H 2.75477 3.97784 -0.19320 0.0 0.1 0.0 0.16
H 4.13922 2.88892 -0.17305 0.0 0.0 0.0 0.46
H 0.86033 2.05595 -2.84935 0.0 0.0 0.0 0.58
H 0.84929 3.55179 -1.92044 0.0 0.0 0.0 0.02
H -0.05953 3.86338 0.71516 0.0 0.0 0.0 0.45
H 0.66678 2.52661 1.64413 0.0 0.0 0.0 0.37
H -1.09672 2.62938 1.47214 0.0 0.0 0.0 0.41
H -1.91083 3.13711 -1.65480 0.1 0.0 0.0 0.54
H -2.61145 1.74272 -0.79002 0.0 0.1 0.0 0.32
H -1.87360 1.51315 -2.38881 0.0 0.0 0.0 0.45
H 3.00928 2.64765 -3.74839 0.0 0.0 0.0 0.49
H 4.43319 2.82227 -2.75074 0.0 -0.1 0.0 0.59
H 5.62349 5.03722 -1.84396 0.0 0.0 0.0 0.33
H 4.29731 5.47495 -0.73894 0.0 0.0 0.0 0.30
H 4.91557 6.64909 -1.90397 0.0 0.0 0.0 0.39
H 0.93383 5.52507 -2.92263 0.0 0.0 0.0 0.33
H 1.93349 6.88125 -2.42218 0.0 0.0 0.0 0.40
H 1.68281 5.55340 -1.29305 0.0 0.0 0.0 0.23
N -3.80189 -0.98128 1.87419 -0.1 0.1 0.0 -0.17
C -4.77270 -0.43610 0.97976 0.0 0.0 0.0 0.35
C -5.97908 0.03752 1.45694 -0.1 0.0 0.1 -0.76
C -6.89015 0.59202 0.56498 0.0 0.0 0.0 -0.67
C -6.57885 0.70646 -0.78115 0.1 0.0 0.0 -0.68
C -5.35145 0.25260 -1.25313 0.0 0.0 -0.1 -0.65
C -4.46789 -0.34247 -0.37011 0.1 -0.2 0.1 0.42
S -2.95150 -1.10153 -0.87557 -0.4 0.0 -0.3 -0.09
N -1.98483 -0.72162 0.47275 0.2 0.2 0.3 0.29
C -2.48424 -0.84738 1.67118 -0.3 -0.1 0.0 0.96
C -1.56610 -0.87250 2.84042 0.2 0.0 -0.2 0.11
C -1.98557 -0.72228 4.14948 -0.1 0.1 0.0 -1.14
C -1.04290 -0.79915 5.16492 0.1 0.0 0.1 -0.57
C 0.28478 -1.00463 4.83557 0.0 0.0 0.0 -0.90
C 0.62601 -1.11501 3.49359 -0.2 0.1 0.0 -0.16
N -0.27773 -1.05549 2.51639 0.4 -0.3 -0.2 0.71
H -4.12389 -1.16841 2.81101 0.0 0.0 0.0 0.29
H -6.21442 -0.02584 2.51306 0.0 0.0 0.0 0.38
H -7.84511 0.94414 0.92943 0.0 0.0 0.0 0.43
H -7.29147 1.14359 -1.46627 0.0 0.0 0.0 0.43
H -5.09520 0.33062 -2.30207 0.0 0.0 0.0 0.48
H -3.01712 -0.51714 4.40435 0.0 0.0 0.0 0.43
H -1.34954 -0.68772 6.19613 0.0 0.0 0.0 0.48
H 1.05181 -1.07044 5.59439 0.0 0.0 0.0 0.48
H 1.65703 -1.25153 3.19951 0.0 0.0 0.0 0.36
F -0.47806 -9.16865 0.00046 0.0 0.0 0.0 -0.20
C -0.47029 -7.88304 -0.11428 0.0 0.1 0.0 0.47
C 0.26193 -7.14038 0.84097 0.0 -0.1 0.0 -0.70
C 0.26872 -5.79233 0.72042 -0.1 0.1 -0.1 -0.22
C -0.45027 -5.14102 -0.35835 0.1 -0.2 0.2 0.65
C -0.43900 -3.79992 -0.49404 -0.2 0.1 -0.3 -0.02
C -1.18349 -5.96141 -1.30257 0.1 0.1 0.1 -0.42
C -1.19318 -7.31100 -1.18183 0.0 -0.1 0.0 -0.62
H 0.78744 -7.66228 1.62908 0.0 0.0 0.0 0.49
H 0.81422 -5.18354 1.43024 0.0 0.0 0.0 0.43
H -0.97041 -3.32485 -1.31130 0.0 0.0 0.0 0.20
H 0.08900 -3.13057 0.17846 0.1 -0.3 0.2 0.02
H -1.72584 -5.48152 -2.10761 0.0 0.0 0.0 0.44
H -1.72804 -7.95453 -1.86737 0.0 0.0 0.0 0.49
```
Forces are in eV/Å.

**Total charge**: +3
**Orbital gap**: 4.025 eV
**E_LUMO**: -0.3767 hartree
**E_HOMO**: -0.5246 Ha
**Energy relative to the best compared isomer or geometry (same formula, charge and spin)**: 3.7 kcal/mol

---

Entry 2:
# C30H42AsCrFN5O4Si3

C30H42AsCrFN5O4Si3 as an isolated structure (ωB97M-V with the def2-TZVPD basis set, the Open Molecules 2025 dataset).

XYZ file:
```
87
Properties=species:S:1:pos:R:3:forces:R:3:mulliken_spin:R:1
Cr -0.33986 1.04664 -0.44404 -0.1 0.2 -0.3 3.05
C 4.03284 0.81686 -0.47935 0.0 0.0 0.0 0.00
C 4.38953 2.12444 -0.74788 0.0 0.1 0.0 0.00
C 3.39060 3.05802 -0.99034 0.1 0.0 0.0 0.00
C 2.07402 2.65463 -0.95132 0.0 0.0 0.0 0.01
N 1.72265 1.37215 -0.69878 0.0 0.0 0.0 -0.14
C 2.68894 0.48516 -0.46784 0.0 0.0 0.1 0.02
C 0.93713 3.56391 -1.19105 0.0 0.0 0.0 0.06
C 1.02356 4.91074 -1.49208 0.0 0.0 0.0 0.00
C -0.15212 5.61014 -1.71992 0.0 0.0 0.0 0.01
C -1.37898 4.96844 -1.64070 0.0 0.0 0.0 0.00
C -1.39712 3.62460 -1.31720 0.0 0.0 0.0 0.04
N -0.25494 2.96121 -1.10817 0.0 -0.1 0.1 -0.03
C -2.60327 2.79765 -1.12174 0.0 0.0 0.0 0.01
C -3.88312 3.28238 -1.27665 -0.1 0.0 0.0 -0.01
C -4.95970 2.46128 -0.96498 0.0 0.0 0.0 0.01
C -4.71329 1.18673 -0.49520 0.0 0.0 0.0 0.00
C -3.40028 0.76293 -0.38945 0.0 0.0 0.0 0.05
N -2.36110 1.52823 -0.71790 0.1 0.1 0.0 -0.09
H 4.77286 0.05124 -0.28947 0.0 0.0 0.0 0.00
H 5.42931 2.42317 -0.77108 0.0 0.0 0.0 0.00
H 3.64389 4.08834 -1.19097 0.0 0.0 0.0 0.00
H 2.36976 -0.52644 -0.28029 0.0 0.0 0.0 -0.02
H 1.97861 5.41058 -1.54859 0.0 0.0 0.0 0.00
H -0.11089 6.66441 -1.95898 0.0 0.0 0.0 0.00
H -2.29323 5.51596 -1.81172 0.0 0.0 0.0 0.00
H -4.05123 4.29407 -1.61428 0.0 0.0 0.0 0.00
H -5.97220 2.82686 -1.07194 0.0 0.0 0.0 0.00
H -5.51580 0.52137 -0.20987 0.0 0.0 0.0 0.00
H -3.16626 -0.21716 -0.01340 0.0 0.0 -0.1 -0.04
C -3.34291 -2.34783 0.90505 0.0 -0.1 0.1 0.00
Si -2.41158 -2.70044 -0.69078 0.0 0.1 0.0 0.01
C -2.27586 -4.54254 -0.87293 -0.1 0.0 0.0 0.00
C -3.25608 -2.03275 -2.22899 0.0 0.0 0.0 0.00
As -0.30468 -1.52904 -0.51826 0.0 -0.4 0.0 -0.01
Si 0.63093 -1.89543 -2.70360 0.0 0.0 0.1 0.00
C 0.01026 -3.49594 -3.41492 0.0 0.0 -0.1 0.00
C 0.00660 -0.40719 -3.66074 0.0 0.1 0.0 0.01
C 2.49511 -1.92095 -2.71251 0.0 0.0 0.0 0.00
Si 0.79384 -2.75369 1.26147 0.0 0.0 0.0 0.01
C 2.58593 -2.28683 1.45536 0.0 0.0 0.0 0.00
C -0.16308 -2.26686 2.77978 0.0 0.0 0.0 0.00
C 0.69141 -4.57212 0.87139 0.0 0.0 0.0 0.00
H -4.40855 -2.20366 0.70571 0.0 0.0 0.0 0.00
H -2.98089 -1.48893 1.47111 0.0 0.0 0.0 0.00
H -3.26374 -3.21824 1.56025 0.0 0.0 0.0 0.00
H -3.30534 -4.85546 -1.08775 0.0 -0.1 0.0 0.00
H -1.96896 -5.05508 0.03525 0.0 0.0 0.0 0.00
H -1.65930 -4.88197 -1.70203 0.0 0.0 0.0 0.00
H -4.33865 -2.01127 -2.07428 0.0 0.0 0.0 0.00
H -3.07231 -2.70945 -3.06615 0.0 0.0 0.0 0.00
H -2.94309 -1.03454 -2.53440 0.0 0.0 0.0 0.00
H -1.05006 -3.47082 -3.66746 0.0 0.0 0.0 0.00
H 0.19227 -4.34148 -2.75041 0.0 0.0 0.0 0.00
H 0.56522 -3.68836 -4.33780 0.0 0.0 0.0 0.00
H -1.05629 -0.48373 -3.89648 0.0 0.0 0.0 0.00
H 0.55199 -0.30258 -4.60231 0.0 0.0 0.0 0.00
H 0.16337 0.53525 -3.11697 0.0 0.0 0.0 -0.01
H 2.92673 -2.59890 -1.97352 0.0 0.0 0.0 0.00
H 2.94457 -0.93664 -2.59691 0.0 0.0 0.0 0.00
H 2.78965 -2.29292 -3.69876 0.0 0.0 0.0 0.00
H 2.73478 -1.24812 1.74486 0.0 0.1 0.0 0.00
H 3.19567 -2.51386 0.57844 0.0 0.0 0.0 0.00
H 2.96743 -2.89768 2.27968 0.0 0.0 0.0 0.00
H -0.23771 -1.18067 2.86851 0.0 0.0 0.0 0.00
H 0.35357 -2.64797 3.66598 0.0 0.0 0.0 0.00
H -1.17154 -2.68247 2.77939 0.0 0.0 0.0 0.00
H 0.75949 -4.80512 -0.19213 0.0 0.0 0.0 0.00
H -0.22372 -5.01533 1.26259 0.0 0.0 0.0 0.00
H 1.52869 -5.07018 1.36808 0.0 0.0 0.0 0.00
F 1.95304 -0.93887 5.78833 0.0 0.0 0.0 0.00
C 2.03699 0.03433 4.88905 0.1 0.0 0.0 0.00
C 1.00424 0.83536 4.62618 0.0 0.0 0.0 0.00
N 1.08714 1.83932 3.67664 0.0 0.1 0.0 0.00
C -0.04762 2.67470 3.35040 0.0 0.0 0.0 -0.01
C -0.69419 2.37942 2.00491 -0.1 0.1 0.0 0.03
O -1.56973 3.10208 1.58681 0.2 -0.1 -0.1 0.01
O -0.22240 1.31284 1.37696 0.0 0.1 0.1 0.03
C 2.23568 2.06416 2.95438 0.0 0.0 -0.1 0.00
O 2.30311 2.90748 2.07518 0.0 -0.1 0.0 0.00
N 3.29334 1.24940 3.28342 -0.1 0.0 0.0 0.00
C 3.31144 0.17691 4.18492 0.0 -0.1 0.0 0.00
O 4.27481 -0.53370 4.30305 0.0 0.1 0.0 0.00
H 0.06385 0.73874 5.15055 0.0 0.0 0.0 0.00
H 0.26479 3.71685 3.31011 0.0 0.0 0.0 0.00
H -0.80732 2.59360 4.12596 0.0 -0.1 0.0 0.00
H 4.15937 1.43064 2.79557 0.0 0.0 0.0 0.00
```
Forces are in eV/Å.

**Multiplicity**: 4
**<S²>**: 3.790
**Total charge**: +2
**Orbital gap (spin up / spin down)**: 6.560 / 6.865 eV
**E_LUMO (spin up / spin down)**: -0.2566 / -0.2455 hartree
**E_HOMO (spin up / spin down)**: -0.4977 / -0.4978 Ha
**Energy relative to the best compared isomer or geometry (same formula, charge and spin)**: 30.4 kcal/mol

---

In the order shown, the computed max |F| values come out to 0.9 0.4 eV/Å.